Record 1
Molecular formula: C14H28N6O5
Method: DFT, ωB97M-V/def2-TZVPD

LUMO level = 0.006 hartree
Kohn-Sham gap = 8.21 eV
SMILES string = CNC(=O)[C@H](CCC(N)=O)NC(C)=O.[H]/N=C(\N)NCCCCC(=O)O

Last columns: bonded neighbours and bond lengths (Å).
Cartesian coordinates (Å):
1 N 4.54309 -1.63566 3.98588  H27 1.007, C29 1.340, C46 1.463
2 H 0.52168 -1.40976 3.21336  N26 1.010
3 C 0.72138 -3.36083 2.92172  O21 1.219, N26 1.332, C50 1.517
4 C 2.01627 -1.01132 0.14628  C13 1.525, H32 1.090, H33 1.090, C34 1.534
5 N -6.22084 3.77169 -0.84051  H7 1.011, H9 1.010, C39 1.338
6 H 1.07726 -5.44100 2.63201  C50 1.089
7 H -6.89416 4.07890 -0.15180  N5 1.011
8 O -1.85253 1.41226 -5.62072  H18 0.969, C42 1.352
9 H -5.32337 4.23464 -0.87406  N5 1.010
10 C 2.53515 -1.64814 2.57336  H15 1.088, N26 1.470, C29 1.538, C34 1.536
11 H -2.69519 0.60830 -1.86079  C14 1.095
12 H -5.18677 0.81213 -1.54998  N41 1.015
13 C 2.18456 0.09000 -0.89463  C4 1.525, O36 1.217, N48 1.315
14 C -2.87827 1.47117 -2.50924  H11 1.095, C19 1.536, C20 1.527, H23 1.094
15 H 3.11174 -2.46171 2.13798  C10 1.088
16 H 1.97199 -4.38916 1.51826  C50 1.088
17 H 6.39905 -1.71689 4.98187  C46 1.091
18 H -1.83656 1.02176 -6.50766  O8 0.969
19 C -1.54678 2.15459 -2.85434  C14 1.536, H37 1.095, C45 1.538, H52 1.095
20 C -3.80215 2.45389 -1.79385  C14 1.527, H28 1.096, N41 1.465, H53 1.096
21 O -0.43313 -3.59264 3.23737  C3 1.219
22 H 1.79605 0.26418 1.87506  C34 1.092
23 H -3.36442 1.11393 -3.42207  C14 1.094
24 H 2.48427 -4.53814 3.22726  C50 1.088
25 H 3.14685 0.70178 -2.50152  N48 1.005
26 N 1.17857 -2.10998 2.90065  H2 1.010, C3 1.332, C10 1.470
27 H 4.88813 -2.31942 3.33243  N1 1.007
28 H -3.93432 3.34566 -2.41696  C20 1.096
29 C 3.30510 -1.15403 3.80916  N1 1.340, C10 1.538, O38 1.225
30 H -7.98099 2.24683 -0.34370  N44 1.012
31 O -0.10843 -0.01605 -5.46838  C42 1.218
32 H 0.96696 -1.30572 0.18151  C4 1.090
33 H 2.60853 -1.87870 -0.14538  C4 1.090
34 C 2.46772 -0.52361 1.52859  C4 1.534, C10 1.536, H22 1.092, H51 1.092
35 H 0.44512 1.65588 -3.48201  C45 1.093
36 O 1.51013 1.10264 -0.88124  C13 1.217
37 H -1.72053 3.01100 -3.51500  C19 1.095
38 O 2.82598 -0.30260 4.54781  C29 1.225
39 C -6.17661 2.44928 -1.03998  N5 1.338, N41 1.345, N44 1.266
40 H -0.48532 0.27211 -2.90862  C45 1.093
41 N -5.10219 1.82310 -1.55160  H12 1.015, C20 1.465, C39 1.345
42 C -0.83953 0.81253 -4.95575  O8 1.352, O31 1.218, C45 1.529
43 H 5.59237 -0.13092 5.00958  C46 1.092
44 N -7.17676 1.74888 -0.70466  H30 1.012, C39 1.266
45 C -0.54215 1.18741 -3.50385  C19 1.538, H35 1.093, H40 1.093, C42 1.529
46 C 5.43602 -1.21080 5.06344  N1 1.463, H17 1.091, H43 1.092, H49 1.092
47 H 3.64293 -0.88267 -1.91184  N48 1.001
48 N 3.08769 -0.05240 -1.84024  C13 1.315, H25 1.005, H47 1.001
49 H 4.98589 -1.44581 6.03013  C46 1.092
50 C 1.63679 -4.51018 2.54586  C3 1.517, H6 1.089, H16 1.088, H24 1.088
51 H 3.46594 -0.09462 1.42408  C34 1.092
52 H -1.10052 2.53856 -1.93055  C19 1.095
53 H -3.35170 2.75965 -0.84266  C20 1.096



Record 2
Molecular formula: C3H7N3O2
Method: DFT, ωB97M-V/def2-TZVPD

LUMO level = 0.030 hartree
Kohn-Sham gap = 9.56 eV
SMILES string = CC(=O)N/N=C/NO

Last columns: bonded neighbours and bond lengths (Å).
Cartesian coordinates (Å):
1 C 1.26217 0.25042 -0.73389  H4 1.086, N10 1.390, N11 1.280
2 C -1.25175 0.10984 0.48567  N3 1.360, C5 1.542, O15 1.213
3 N -0.55285 -0.93149 -0.04167  C2 1.360, H8 1.021, N11 1.393
4 H 0.97125 1.24148 -0.39840  C1 1.086
5 C -2.65602 -0.21596 1.03309  C2 1.542, H7 1.148, H13 1.095, H14 1.095
6 H 3.49102 0.97203 0.02759  O12 0.966
7 H -3.01765 -1.27295 0.76801  C5 1.148
8 H -0.94698 -1.86552 0.08085  N3 1.021
9 H 2.98713 -0.62707 -1.34902  N10 1.005
10 N 2.49095 0.24569 -1.38401  C1 1.390, H9 1.005, O12 1.398
11 N 0.71925 -0.90182 -0.60785  C1 1.280, N3 1.393
12 O 3.35585 1.22827 -0.89389  H6 0.966, N10 1.398
13 H -2.75837 0.04982 2.09078  C5 1.095
14 H -3.29072 0.48120 0.47548  C5 1.095
15 O -0.80329 1.23604 0.44726  C2 1.213



Record 3
Molecular formula: C14H27FNO4
Method: DFT, ωB97M-V/def2-TZVPD

LUMO level (alpha / beta) = 0.019 / -0.022 hartree
Kohn-Sham gap (alpha / beta) = 9.95 / 9.40 eV
⟨S²⟩ = 0.755
2S+1 = 2

Last columns: bonded neighbours and bond lengths (Å).
Cartesian coordinates (Å):
1 H -1.64979 -2.09702 1.14629  C20 1.099
2 H 0.80392 -2.54442 -2.39976  C9 1.096
3 H 2.19174 3.79602 0.55585  C24 1.192
4 H 2.14747 1.81504 2.95702  C8 1.172
5 O 3.50411 4.91199 2.95297  H12 1.005, C15 1.472
6 H -0.06511 -3.90256 -1.65612  C9 1.092
7 H -3.99426 -2.61116 -1.80980  C41 1.097
8 C 2.20286 1.80694 1.78633  H4 1.172, C24 1.639, H40 1.178, C44 1.645
9 C 0.50126 -2.99270 -1.44677  H2 1.096, H6 1.092, H23 1.096, C29 1.555
10 C -2.20389 -1.39973 -2.14241  N26 1.501, C28 1.561, C41 1.552, C46 1.551
11 H -0.55210 4.05433 1.98883  C39 1.181
12 H 3.65533 4.08483 3.50325  O5 1.005
13 H 1.35192 -2.12892 0.91394  C21 1.097
14 O 1.74465 5.90158 4.44333  C15 1.335
15 C 2.15005 5.38637 3.28002  O5 1.472, O14 1.335, O35 1.487
16 O -1.31411 0.13157 -0.60271  N26 1.412
17 H -0.78171 -3.59043 0.83788  C20 1.098
18 H 4.01021 1.03796 0.43073  C44 1.172
19 H 4.36081 2.71269 1.31828  C44 1.179
20 C -1.28573 -2.75060 0.34139  H1 1.099, H17 1.098, C29 1.553, C36 1.529
21 C 0.82569 -1.35201 0.34527  H13 1.097, C29 1.565, H38 1.095, H42 1.096
22 H -2.32167 0.38414 -3.43783  C28 1.097
23 H 1.42690 -3.32835 -0.96607  C9 1.096
24 C 1.41726 3.07024 1.09793  H3 1.192, C8 1.639, H32 1.171, C39 1.667
25 H -3.65500 -1.48678 -0.50915  C41 1.098
26 N -0.95920 -0.95581 -1.43036  C10 1.501, O16 1.412, C29 1.505
27 H 0.78084 3.49156 3.29270  C39 1.173
28 C -2.97922 -0.21037 -2.79224  C10 1.561, H22 1.097, H30 1.097, H37 1.096
29 C -0.28281 -1.98275 -0.56232  C9 1.555, C20 1.553, C21 1.565, N26 1.505
30 H -3.80606 -0.57385 -3.41411  C28 1.097
31 H -1.07158 -1.78498 -3.98559  C46 1.097
32 H 0.65975 2.67699 0.29692  C24 1.171
33 H -2.69328 -2.47796 -3.99189  C46 1.099
34 H -3.21329 -3.72269 0.28215  C36 1.095
35 O 1.14610 5.33831 2.18382  C15 1.487, C39 1.474
36 C -2.49731 -3.28657 -0.42290  C20 1.529, H34 1.095, C41 1.525, H45 1.094
37 H -3.42716 0.46109 -2.05055  C28 1.096
38 H 0.42670 -0.65515 1.08965  C21 1.095
39 C 0.59958 3.97004 2.23770  H11 1.181, C24 1.667, H27 1.173, O35 1.474
40 H 1.66872 0.82190 1.42359  C8 1.178
41 C -3.17884 -2.17726 -1.21769  H7 1.097, C10 1.552, H25 1.098, C36 1.525
42 H 1.57100 -0.82380 -0.26007  C21 1.096
43 F 4.44394 0.95123 2.53854  C44 1.511
44 C 3.79405 1.68124 1.38665  C8 1.645, H18 1.172, H19 1.179, F43 1.511
45 H -2.20144 -4.09995 -1.09182  C36 1.094
46 C -1.81798 -2.28468 -3.35664  C10 1.551, H31 1.097, H33 1.099, H47 1.088
47 H -1.43332 -3.26554 -3.08420  C46 1.088